303
Properties=species:S:1:pos:R:3:forces:R:3 method="wB97M-V/def2-TZVPD" lumo_ha=0.0124 orbital_gap_ev=7.9628 largest_force_ha_per_bohr=0.0895 e_above_lowest_kcal_mol=113.7 charge=0 e_tot_ev=-133846.859
C 17.8965 9.8647 -3.7190 0.76 1.74 0.81
C 17.5701 11.3425 -4.0489 -2.02 -0.49 0.42
C 16.0480 11.4262 -4.1391 -1.18 1.31 -0.04
C 15.2103 11.3233 -2.8712 2.06 0.65 0.42
C 15.7288 12.4826 -1.9755 0.68 -0.11 0.79
C 17.3003 12.5764 -1.6765 -1.39 0.45 -1.95
N 18.0396 12.3101 -2.9731 -2.92 1.00 -0.95
O 19.3858 12.3631 -2.7904 2.33 -1.54 0.23
C 17.5918 14.1267 -1.2800 0.17 -1.98 -0.20
C 17.7167 11.6429 -0.5475 0.30 0.53 -0.16
C 17.9926 11.6810 -5.5013 1.87 1.06 1.24
H 17.5506 9.6778 -2.7024 -0.13 -0.27 -0.08
H 18.9800 9.9599 -3.6475 0.26 -1.27 -0.31
H 17.4430 9.1544 -4.4103 0.49 0.03 -0.13
H 15.7741 12.4290 -4.4668 0.29 0.30 -0.44
H 15.7118 10.7988 -4.9647 0.03 -0.42 0.21
H 15.4466 10.3910 -2.3583 -0.58 -0.25 0.10
H 14.1518 11.4696 -3.0862 -0.03 -0.28 0.17
H 15.2576 12.3927 -0.9967 -0.05 0.06 0.22
H 15.4354 13.4705 -2.3304 -0.15 -0.18 -0.47
H 18.6352 14.1456 -0.9655 0.05 0.35 0.15
H 17.4451 14.8207 -2.1076 -0.04 -0.33 -0.21
H 16.9728 14.4732 -0.4524 -0.02 -0.28 0.10
H 17.6082 10.5746 -0.7348 -0.36 0.09 -0.25
H 18.7840 11.7997 -0.3911 -0.01 0.01 0.45
H 17.1154 11.9274 0.3160 0.30 -0.16 0.31
H 19.0810 11.6335 -5.4649 0.26 -0.20 -0.57
H 17.7950 12.7279 -5.7316 -0.34 0.07 0.10
H 17.6145 11.0775 -6.3265 -0.12 -0.33 0.54
H 19.7002 13.2561 -2.6313 -0.56 0.42 -0.40
C 13.3401 13.2660 -5.7540 0.65 1.56 0.89
C 12.8922 14.6102 -5.0962 -1.89 2.98 -0.97
C 12.9065 15.7453 -6.2329 1.03 -0.31 0.05
C 12.1485 16.9993 -5.9160 -0.41 -0.44 0.67
C 10.7083 16.5904 -5.6942 -0.53 -0.35 -0.46
C 10.5037 15.6039 -4.4752 0.46 0.81 -2.13
N 11.4833 14.5114 -4.6085 0.77 0.64 -2.29
O 11.4077 13.4464 -3.7268 -0.62 -0.02 0.72
C 10.5431 16.4004 -3.2286 -0.12 0.17 1.49
C 9.1065 15.0039 -4.6464 0.06 -0.02 1.33
C 13.7279 15.2387 -3.9465 1.58 -1.54 -0.26
H 12.8371 13.0316 -6.6921 -0.58 0.11 0.37
H 13.2981 12.4568 -5.0249 0.13 -0.07 -0.28
H 14.3584 13.5036 -6.0617 0.41 -0.52 0.14
H 13.9067 16.1504 -6.3861 0.73 -0.73 0.22
H 12.6178 15.4566 -7.2435 -0.36 -0.76 0.24
H 12.3602 17.7162 -6.7093 -0.55 0.09 -0.13
H 12.5836 17.4358 -5.0169 -0.25 0.23 0.17
H 10.2945 16.0784 -6.5629 0.58 -0.50 -0.43
H 10.0191 17.4345 -5.7211 -0.04 0.26 1.08
H 9.8833 17.2560 -3.3726 -0.11 0.01 0.37
H 10.1646 15.7430 -2.4459 -0.11 0.27 0.42
H 11.5082 16.7662 -2.8782 0.13 -0.06 -0.38
H 8.8564 14.5548 -3.6852 0.34 -1.32 -0.15
H 8.2655 15.6941 -4.5798 0.27 0.74 -1.12
H 9.1315 14.3408 -5.5112 -0.53 -0.07 0.22
H 14.7888 15.1681 -4.1865 0.38 -0.31 -0.19
H 13.6263 14.6502 -3.0347 -0.33 0.19 0.14
H 13.6582 16.3080 -3.7468 -0.92 -0.18 -0.15
H 11.0546 12.8065 -4.3492 -0.23 -1.07 0.43
C 6.5708 10.9098 -2.0358 0.11 0.43 0.19
C 7.1143 10.5318 -0.6331 -2.81 -2.82 0.64
C 8.5510 10.0961 -0.6501 1.03 1.16 -0.31
C 9.5216 11.2899 -0.8838 -1.47 -0.52 1.64
C 9.2491 12.3072 0.2826 -0.46 -1.02 -0.35
C 7.7043 12.6602 0.4606 1.01 -1.03 1.63
N 6.8339 11.4645 0.5548 2.98 -1.92 -2.12
O 5.4790 11.7233 0.7758 -0.27 0.80 -0.89
C 7.5861 13.2556 1.8516 -0.75 2.30 0.75
C 7.3681 13.6606 -0.5982 -0.73 0.86 -0.28
C 6.3313 9.1785 -0.2282 0.58 1.32 0.21
H 5.6337 11.4537 -1.9174 0.09 0.27 -0.13
H 6.3370 10.0602 -2.6773 0.01 -0.48 0.44
H 7.2853 11.4551 -2.6526 -0.07 0.50 0.24
H 8.7775 9.5456 0.2630 0.18 0.37 0.33
H 8.7761 9.3676 -1.4290 -0.61 -0.08 -0.35
H 9.2535 11.7740 -1.8229 0.45 -0.13 -0.17
H 10.4706 10.7551 -0.9201 0.55 1.05 0.02
H 9.7662 13.2554 0.1358 -0.09 0.10 -0.20
H 9.5964 11.9580 1.2550 0.12 -0.49 -0.10
H 6.6107 13.7318 1.9517 -0.16 0.49 -0.40
H 7.5594 12.7406 2.8118 0.66 -1.36 -0.62
H 8.3222 14.0450 2.0036 0.08 0.21 -0.16
H 6.2962 13.8561 -0.5676 -0.08 0.20 -0.17
H 7.9024 14.5847 -0.3775 -0.11 0.16 0.06
H 7.6503 13.4003 -1.6184 -0.02 -0.34 0.14
H 6.8325 8.7501 0.6398 -0.09 0.06 0.18
H 6.3587 8.4108 -1.0015 -0.13 0.24 -0.22
H 5.3150 9.4523 0.0552 -0.12 -0.35 -0.27
H 5.2351 11.1638 1.5168 0.23 -0.04 0.16
C 8.8877 14.5569 -9.4392 0.02 -1.22 1.19
C 8.3248 13.1605 -9.8196 -1.33 1.08 -1.36
C 8.0360 13.2397 -11.3958 0.59 -2.19 0.62
C 8.0874 11.8328 -12.1045 0.30 1.12 0.09
C 9.2238 10.9166 -11.6712 -0.40 0.29 1.42
C 9.2035 10.6713 -10.1040 2.13 1.29 -1.17
N 9.2510 12.0770 -9.4575 1.39 -1.36 -1.95
O 10.0094 12.1797 -8.2626 -1.68 -0.20 0.65
C 8.0056 9.8277 -9.7925 -0.69 -0.17 0.13
C 10.5040 9.8640 -9.7534 -0.41 0.36 0.69
C 6.9694 12.9977 -9.0785 1.00 -0.52 1.05
H 8.8891 14.5117 -8.3501 1.04 0.11 0.27
H 8.2626 15.4430 -9.5490 -0.32 -0.37 -1.07
H 9.8685 14.6639 -9.9027 0.06 0.32 0.36
H 6.9854 13.5018 -11.5210 0.26 0.81 0.08
H 8.7191 13.9361 -11.8819 -0.08 0.08 0.08
H 8.2131 11.9740 -13.1780 -0.28 0.20 -0.13
H 7.0827 11.4374 -11.9550 0.20 -0.66 -0.04
H 10.1958 11.3431 -11.9189 0.01 0.24 -0.06
H 9.1495 9.9737 -12.2130 -0.02 -0.21 0.18
H 7.9911 9.4766 -8.7607 -0.26 0.31 0.16
H 7.1087 10.3725 -10.0872 -0.17 -0.02 0.55
H 7.9698 8.9272 -10.4055 0.34 0.04 -0.13
H 10.4863 9.6219 -8.6908 -0.28 -0.56 0.03
H 10.5889 8.9698 -10.3709 -0.45 -0.18 0.17
H 11.5012 10.2984 -9.8248 -0.20 0.93 -0.55
H 6.1866 12.4058 -9.5528 0.00 0.37 -0.36
H 6.6381 13.9533 -8.6721 -0.47 -0.06 -0.34
H 7.2764 12.4000 -8.2202 -0.38 0.04 0.42
H 10.9507 12.2366 -8.4427 0.05 0.15 -0.70
C 9.7904 5.4157 0.1933 0.09 0.22 0.21
C 9.4572 5.0847 -1.2813 3.10 0.14 -1.21
C 10.6731 4.4859 -2.1256 0.52 -1.39 1.42
C 11.0520 3.0515 -1.6890 -1.58 0.08 -0.64
C 9.7609 2.1283 -1.8246 1.18 1.14 0.85
C 8.5111 2.7905 -1.0588 0.28 -2.67 -0.96
N 8.3711 4.1677 -1.4181 0.13 -0.13 -2.18
O 7.2128 4.6913 -0.8915 -1.01 0.40 1.70
C 7.2325 1.9963 -1.5471 0.21 0.27 0.48
C 8.6340 2.5003 0.4409 0.06 -0.37 -0.46
C 9.1850 6.3362 -2.0954 -1.18 1.39 -0.17
H 10.4276 6.2894 0.3300 -0.33 0.36 -0.39
H 10.3150 4.6762 0.7982 -0.06 -0.55 -0.51
H 8.8413 5.5705 0.7066 0.02 0.29 0.06
H 10.4882 4.4958 -3.1997 -0.51 -0.04 0.11
H 11.6326 4.9914 -2.0158 -0.32 0.99 0.32
H 11.4611 3.0856 -0.6793 -0.36 -0.15 0.29
H 11.9072 2.7497 -2.2938 -0.21 -0.46 -0.27
H 10.0216 1.1462 -1.4301 -0.39 -0.02 0.68
H 9.5788 1.8592 -2.8650 -0.36 0.77 -0.26
H 7.4398 0.9294 -1.6302 0.37 0.01 -0.25
H 6.4178 2.0156 -0.8232 0.04 0.43 0.20
H 6.8095 2.3647 -2.4817 0.33 0.06 -0.15
H 8.5579 1.4164 0.5275 -0.25 -0.04 0.29
H 9.6052 2.7529 0.8665 -0.24 0.30 0.05
H 7.7821 2.9863 0.9163 0.28 -0.03 0.44
H 9.2308 6.2433 -3.1805 -0.14 -0.82 -0.05
H 9.8568 7.1835 -1.9583 0.28 -0.18 0.75
H 8.1818 6.7085 -1.8877 -0.08 0.27 0.15
H 6.6559 5.0381 -1.5924 0.30 -0.18 -0.34
C 16.5295 13.9933 -9.2589 -0.10 0.81 -1.21
C 16.1936 13.9773 -10.8009 -0.38 1.35 -0.02
C 16.2929 12.5380 -11.1607 0.21 -1.24 -0.82
C 15.0305 11.7112 -10.8649 0.32 0.83 -0.88
C 13.7324 12.4140 -11.4561 2.75 -0.09 1.10
C 13.5560 13.8670 -10.9459 -1.56 -1.18 0.39
N 14.8402 14.5996 -11.1196 -0.07 -2.79 -1.86
O 14.7478 15.9029 -10.7278 0.11 0.71 0.61
C 12.3852 14.4892 -11.7814 0.58 1.15 0.00
C 13.0563 13.9130 -9.4613 1.32 0.56 -1.37
C 17.2186 14.8081 -11.6732 -0.81 0.19 1.28
H 16.3364 14.9913 -8.8654 0.26 0.00 0.41
H 17.5867 13.7410 -9.1764 0.01 0.24 0.26
H 15.9542 13.2573 -8.6971 -0.02 0.03 -0.11
H 16.7152 12.3638 -12.1504 -0.78 0.30 -0.65
H 17.1558 12.1806 -10.5987 -0.15 -0.35 0.46
H 15.0952 11.5213 -9.7935 -0.91 -0.09 0.07
H 15.1248 10.7695 -11.4057 0.00 -0.24 0.30
H 12.9427 11.6860 -11.2704 -0.58 0.70 -0.18
H 13.9911 12.5147 -12.5102 -0.48 -0.28 -0.27
H 12.6291 14.6300 -12.8343 0.22 -0.17 -0.02
H 11.3922 14.0418 -11.7384 0.33 -1.01 0.28
H 12.1418 15.4785 -11.3938 0.41 0.34 0.00
H 12.1901 13.2713 -9.3001 0.15 0.21 0.04
H 13.9244 13.6878 -8.8419 -0.44 -0.29 0.45
H 12.8289 14.9738 -9.3563 -0.45 -0.16 0.65
H 17.2067 15.8033 -11.2288 0.48 0.13 -0.12
H 16.8941 14.9458 -12.7047 -0.29 -0.40 0.11
H 18.2261 14.3922 -11.6809 -0.03 -0.07 0.28
H 14.8565 15.8249 -9.7771 -0.12 0.79 0.67
C 14.7932 6.3226 3.4834 -0.76 -0.17 -0.12
C 14.3982 7.7640 3.1333 -1.37 0.57 -0.01
C 15.5549 8.6685 2.6939 0.54 -1.25 -0.77
C 15.9924 8.4418 1.2361 0.87 2.12 1.64
C 14.8254 8.7857 0.2952 1.48 -1.84 0.35
C 13.5134 7.9470 0.6580 0.35 -0.08 -1.09
N 13.2362 7.8625 2.1334 3.14 3.36 -0.12
O 12.0919 7.1878 2.4942 0.17 -0.65 -0.67
C 12.3911 8.7344 -0.0714 -0.51 -0.52 1.00
C 13.6546 6.4992 0.0863 0.74 0.95 0.33
C 13.9381 8.4198 4.4216 -1.32 0.47 -0.02
H 14.0143 5.8229 4.0593 -0.51 0.31 0.00
H 15.6160 6.2919 4.1977 0.53 -0.05 -0.62
H 14.8478 5.6988 2.5912 0.93 -0.02 0.11
H 15.3748 9.7264 2.8852 -0.64 0.01 -0.32
H 16.3979 8.4698 3.3556 0.08 -0.33 0.12
H 16.7210 7.6369 1.1394 -1.29 -1.38 -0.46
H 16.8077 9.1616 1.1640 -0.22 1.00 -0.61
H 15.2608 8.5722 -0.6809 -0.81 -0.99 -0.59
H 14.7730 9.8584 0.1087 -0.84 0.28 1.18
H 12.4526 8.8741 -1.1507 0.97 0.11 0.00
H 11.4183 8.2471 -0.0058 -0.15 -0.04 0.60
H 12.3771 9.6734 0.4820 -0.43 0.24 -0.41
H 14.0698 6.5741 -0.9187 -0.62 -0.26 -0.26
H 14.4127 5.9498 0.6445 -0.05 -0.03 0.13
H 12.7066 5.9664 0.1603 0.01 -0.13 -0.49
H 14.7988 8.6081 5.0632 -0.28 -0.40 0.42
H 13.0851 7.8883 4.8436 0.51 -0.50 0.61
H 13.4549 9.3783 4.2324 0.41 0.32 -0.39
H 12.2320 6.4130 1.9450 -0.92 -1.08 0.35
C 12.8794 5.7953 -5.9162 -0.64 -0.72 0.55
C 13.9524 6.6782 -5.2795 -0.29 0.06 -0.87
C 15.3156 6.0780 -5.4042 1.06 -1.00 -0.74
C 15.7386 5.8370 -6.8320 0.53 -0.29 0.21
C 15.8081 7.1387 -7.5491 0.20 1.44 -0.21
C 14.5951 8.1295 -7.3124 -0.04 -1.91 -0.71
N 14.0125 7.9944 -5.9482 3.97 -2.03 0.33
O 12.9490 8.7804 -5.6963 -1.55 1.51 -0.04
C 15.2038 9.5615 -7.4738 -2.06 -0.32 -0.48
C 13.5473 7.6301 -8.3777 -0.75 1.32 -0.22
C 13.7404 6.7052 -3.7938 -0.35 0.25 1.22
H 12.4022 5.1852 -5.1493 -0.20 0.04 0.23
H 13.2521 5.0269 -6.5935 0.02 0.46 -0.43
H 12.0882 6.4029 -6.3554 0.07 -0.19 -0.21
H 16.0627 6.7398 -4.9661 -0.05 0.17 0.23
H 15.3783 5.1323 -4.8659 -0.22 -0.04 0.18
H 15.1070 5.1354 -7.3768 -0.21 0.00 0.17
H 16.7292 5.3823 -6.8282 0.12 -0.08 -0.07
H 15.9772 6.9281 -8.6051 -0.65 0.29 -0.34
H 16.7041 7.7227 -7.3390 0.29 -0.29 0.74
H 15.4089 9.7739 -8.5230 0.63 -0.33 0.01
H 14.4217 10.2960 -7.2817 -0.16 0.22 0.36
H 16.0326 9.7645 -6.7954 -0.01 -0.37 -0.25
H 12.5110 7.8482 -8.1196 -0.03 0.66 0.28
H 13.7141 8.1086 -9.3427 0.16 0.02 -0.14
H 13.4348 6.5630 -8.5696 0.97 -0.21 0.34
H 12.7547 7.0122 -3.4444 -0.02 0.43 -0.14
H 14.5393 7.2164 -3.2567 -0.10 0.62 -0.10
H 13.8453 5.6889 -3.4141 -0.12 -0.27 -0.25
H 13.4344 9.5282 -5.3403 -0.73 0.64 0.38
C 8.5790 4.1009 -5.5172 0.47 -0.54 -1.01
C 8.8732 3.7365 -7.0241 -0.66 -1.50 -0.37
C 7.7353 2.6490 -7.4087 1.43 0.74 -1.18
C 7.5450 2.5113 -8.9551 -0.15 1.94 1.45
C 7.2793 3.9166 -9.5700 -0.34 -2.23 0.07
C 8.4679 4.8880 -9.3380 -2.00 0.24 0.60
N 8.6769 4.9963 -7.8567 -1.31 -2.32 0.13
O 9.5859 5.9951 -7.5193 1.20 0.01 -0.20
C 9.6503 4.4625 -10.2199 1.21 0.42 0.11
C 7.8365 6.2602 -9.7100 1.12 -0.01 -0.99
C 10.2439 2.9845 -7.2715 -0.29 1.40 -0.09
H 7.5969 4.5616 -5.4106 0.14 0.67 -0.33
H 9.3892 4.6849 -5.0807 -0.21 0.17 0.05
H 8.4200 3.2125 -4.9060 0.58 -0.37 -0.11
H 8.0077 1.6096 -7.2253 0.60 0.21 1.22
H 6.8722 2.8909 -6.7886 -0.50 -0.04 -0.66
H 6.7995 1.7246 -9.0713 -0.28 0.36 -0.62
H 8.4652 2.1930 -9.4450 0.11 -0.47 0.39
H 6.3003 4.2804 -9.2581 0.23 0.37 0.39
H 7.1409 3.6479 -10.6172 0.30 0.82 -0.47
H 10.1471 3.5124 -10.0232 -0.27 -0.03 0.95
H 9.5200 4.3023 -11.2902 -0.95 0.74 -0.13
H 10.4218 5.2242 -10.1066 0.22 0.05 -0.10
H 7.5693 6.1766 -10.7635 -0.36 0.16 -0.11
H 6.9677 6.5338 -9.1113 -0.02 -0.48 0.06
H 8.5091 7.1165 -9.6600 0.37 -0.30 0.20
H 10.2662 2.3787 -8.1774 -0.64 -0.39 0.22
H 10.5285 2.3888 -6.4042 0.07 0.05 -0.07
H 11.0118 3.7098 -7.5405 0.27 0.27 0.68
H 9.1499 6.5507 -6.8691 -0.33 0.03 0.02
C 2.3391 6.6492 -7.3351 -0.94 0.70 0.90
C 3.5585 6.3370 -6.4472 0.88 -0.75 -0.02
C 4.4584 7.6250 -6.3330 -0.84 -0.51 -0.57
C 5.5910 7.5339 -5.3776 0.59 -0.73 0.77
C 5.0162 7.2958 -4.0084 -1.12 0.60 0.56
C 3.9854 6.1174 -3.8308 0.71 0.88 -1.83
N 3.1230 5.9637 -5.0719 -0.05 1.62 0.51
O 2.3929 4.7595 -5.0338 0.68 -0.59 -0.34
C 4.7103 4.8459 -3.4927 0.58 -1.27 -0.23
C 3.1087 6.5066 -2.6898 -0.63 0.66 1.30
C 4.4264 5.2591 -7.1362 0.36 -0.21 -1.12
H 1.5287 5.9216 -7.3802 0.77 -0.97 -0.42
H 2.5929 7.0494 -8.3167 0.19 -0.39 -0.04
H 1.7137 7.4092 -6.8666 0.50 0.75 0.31
H 4.9534 7.9470 -7.2492 -0.74 -0.46 -0.72
H 3.8227 8.4547 -6.0238 -0.15 0.09 0.07
H 6.1216 8.4764 -5.5124 0.22 0.12 0.71
H 6.3227 6.7544 -5.5897 -0.03 -0.20 -0.49
H 4.4334 8.1908 -3.7908 -0.13 0.26 0.09
H 5.7188 7.2502 -3.1762 0.30 -0.26 -0.14
H 5.2049 4.4102 -4.3607 -0.17 -0.03 -0.25
H 5.5336 4.9389 -2.7844 -0.32 0.48 0.14
H 4.0379 4.0913 -3.0846 -0.01 -0.03 -0.11
H 3.6620 7.0185 -1.9025 0.71 -0.81 0.45
H 2.4305 7.3478 -2.8330 -0.51 -0.37 -1.03
H 2.5924 5.6311 -2.2960 -0.19 0.23 0.20
H 5.3570 4.9723 -6.6464 -0.04 0.31 0.33
H 4.7155 5.6512 -8.1113 0.35 0.51 -0.05
H 4.0041 4.3224 -7.5000 -0.87 -0.11 0.80
H 1.5098 4.9505 -4.7096 -0.07 0.49 0.00
O 10.6383 11.1672 -5.4077 0.05 0.16 0.30
H 10.1229 11.2156 -6.2129 -0.25 0.27 -0.52
H 10.9939 10.2785 -5.4035 0.22 -0.35 0.07